The following is a DFT calculation (the ωB97M-V functional and the def2-TZVPD basis) of a molecular structure, C36H26N8O6SZr at a distorted geometry.

Summary:
gap between HOMO and LUMO = 4.83 eV
molar mass = 789.9 g/mol
highest occupied orbital energy = -6.57 eV
total charge = 0
LUMO level = -1.7 eV
electronic energy = -2722.457740 Ha
relative energy (zero: lowest compared OMol25 entry of this formula, charge and spin) = 0.0 kJ/mol

```
78
Properties=species:S:1:pos:R:3:mulliken_charge:R:1
Zr -0.4677 0.0340 -0.0200 0.576
C 2.2308 -3.5204 4.6268 -0.650
C 3.1220 -2.4330 4.7411 -0.671
C 3.2079 -1.4655 3.7611 -0.375
C 2.3666 -1.5962 2.6554 0.585
C 2.1576 -0.7751 1.4843 0.050
N 1.1458 -1.3218 0.7218 -0.606
C 0.7707 -2.4902 1.3068 0.350
N -0.0401 -3.4082 0.7685 -0.584
C -0.7001 -3.1836 -0.3340 -0.202
C -1.4711 -4.2102 -1.0319 0.311
C -1.6160 -5.5700 -0.7995 -0.301
C -2.4383 -6.2732 -1.6639 -0.583
C -3.0927 -5.6324 -2.7276 -0.640
C -2.9400 -4.2747 -2.9518 -0.189
C -2.1137 -3.5788 -2.0805 0.213
C -1.7369 -2.1672 -2.0117 0.090
N -2.2681 -1.2467 -2.7937 -0.523
C -1.8214 -0.0065 -2.7989 0.474
N -0.6722 0.4353 -2.2031 -0.486
C -0.4668 1.7445 -2.6112 0.233
N 0.5942 2.4644 -2.3749 -0.521
C 1.5578 2.0589 -1.5403 -0.734
N 1.4648 1.0652 -0.6267 -0.066
C 2.6235 1.0512 0.1275 -0.538
N 2.8839 0.2813 1.1614 -0.421
C 3.5115 2.0807 -0.3726 0.692
C 4.7890 2.4822 0.0167 -0.372
C 5.3599 3.5315 -0.6742 -0.639
C 4.6850 4.1672 -1.7366 -0.681
C 3.4254 3.7617 -2.1258 -0.333
C 2.8482 2.7050 -1.4221 0.807
C -1.5956 2.1717 -3.4315 0.508
C -1.8969 3.3851 -4.0361 -0.413
C -3.0878 3.4606 -4.7358 -0.595
C -3.9494 2.3551 -4.8379 -0.643
C -3.6354 1.1462 -4.2456 -0.415
C -2.4412 1.0812 -3.5410 0.495
N -0.8598 -1.9810 -0.9896 -0.075
C 1.4885 -2.6709 2.5450 0.599
C 1.4103 -3.6576 3.5277 -0.509
H 2.1932 -4.2585 5.4176 0.422
H 3.7524 -2.3627 5.6186 0.413
H 3.8953 -0.6335 3.8414 0.543
H -1.1088 -6.0520 0.0255 0.554
H -2.5825 -7.3360 -1.5183 0.410
H -3.7301 -6.2133 -3.3816 0.401
H -3.4453 -3.7711 -3.7650 0.551
H 5.3035 1.9881 0.8302 0.547
H 6.3486 3.8756 -0.3986 0.418
H 5.1672 4.9865 -2.2542 0.413
H 2.8974 4.2408 -2.9398 0.553
H -1.2307 4.2328 -3.9489 0.538
H -3.3692 4.3915 -5.2112 0.403
H -4.8778 2.4584 -5.3844 0.408
H -4.2945 0.2911 -4.3068 0.529
H 0.7276 -4.4911 3.4280 0.534
O -4.0342 0.5343 -0.4765 -0.643
S -3.0624 0.7049 0.5573 1.003
O -3.5038 1.2134 1.8187 -0.682
O -1.8572 1.5407 0.0310 -0.558
O -2.2539 -0.6172 0.7474 -0.556
C 0.9426 3.6323 1.3554 -0.988
O 0.2549 2.4158 1.5911 0.004
C -0.3818 2.3284 2.8618 -0.902
C 0.1041 1.0697 3.5096 -0.663
O -0.3724 -0.0707 2.7873 0.715
C -1.4417 -0.7363 3.4731 -1.119
H 0.3589 4.4745 1.7333 0.528
H 1.0632 3.7559 0.2825 0.151
H 1.9287 3.6259 1.8293 0.288
H -1.4632 2.2983 2.7057 0.197
H -0.1427 3.1960 3.4822 0.682
H -0.2080 1.0033 4.5542 0.591
H 1.1955 1.0350 3.4663 0.178
H -1.0985 -1.0091 4.4737 0.344
H -1.6784 -1.6375 2.9158 0.178
H -2.3285 -0.1044 3.5226 0.397
```

---

The following is a DFT calculation (the ωB97M-V functional and the def2-TZVPD basis) of a molecular structure, C36H27BrN7O5RbSe.

Summary:
gap between HOMO and LUMO = 4.67 eV
molar mass = 882.0 g/mol
highest occupied orbital energy = -2.32 eV
total charge = -2
LUMO level = 2.3 eV
electronic energy = -7147.211070 Ha
relative energy (zero: lowest compared OMol25 entry of this formula, charge and spin) = 91.6 kJ/mol

```
78
Properties=species:S:1:pos:R:3:mulliken_charge:R:1
Rb -0.0900 0.0478 0.0246 0.633
C 3.2522 1.8055 -1.3875 -1.317
C 1.8434 2.0600 -1.8479 0.839
C 1.0489 3.0004 -1.1876 -0.406
C -0.2832 3.1866 -1.5273 0.844
C -1.1453 4.1602 -0.7668 -1.547
C -0.8242 2.4254 -2.5642 -0.490
C -0.0604 1.4889 -3.2464 0.874
C -0.6557 0.6475 -4.3405 -1.523
C 1.2727 1.3164 -2.8721 -0.591
H 3.8448 2.7232 -1.4187 0.385
H 3.7396 1.0586 -2.0141 0.341
H 3.2444 1.4408 -0.3563 0.165
H 1.4672 3.5409 -0.3445 0.226
H -0.7270 4.3567 0.2211 0.340
H -2.1532 3.7651 -0.6330 0.211
H -1.2221 5.1152 -1.2945 0.371
H -1.8756 2.5347 -2.8117 0.230
H -0.2716 0.9518 -5.3182 0.388
H -1.7420 0.7407 -4.3547 0.316
H -0.4207 -0.4023 -4.1679 0.229
H 1.8600 0.5411 -3.3533 0.182
O 5.8514 -4.9258 2.2114 -0.731
C 5.3515 -3.9168 2.7546 0.412
O 5.6668 -3.3576 3.8238 -0.757
C 4.2798 -3.1804 1.9113 0.104
C 3.9087 -3.6459 0.6527 -0.595
C 2.9294 -2.9728 -0.0557 -0.465
N 2.3041 -1.8825 0.3963 0.186
C 2.6685 -1.4332 1.6014 0.767
C 3.6395 -2.0454 2.3843 -0.496
C 1.8849 -0.2080 2.0386 -0.397
O 0.8284 -0.4443 2.6849 -0.767
O 2.2525 0.9075 1.6126 -0.737
H 4.3939 -4.5322 0.2640 0.488
H 2.6126 -3.3198 -1.0364 0.446
H 3.9025 -1.6639 3.3620 0.554
Br 2.6721 -6.7027 2.5930 -0.165
C 1.1685 -6.9749 1.4805 0.131
C 0.0854 -7.7198 1.9157 -0.622
C -1.0024 -7.8983 1.0721 -0.022
C -1.0327 -7.3103 -0.1862 -0.264
C 0.0762 -6.5827 -0.6204 0.040
C 1.1706 -6.4165 0.2089 -0.258
N -2.1484 -7.6238 -1.0292 -0.632
N -2.6743 -6.7750 -1.7844 -0.560
C -2.3697 -5.4034 -1.7317 0.349
C -2.2757 -4.7662 -2.9611 -0.235
C -1.7737 -3.4858 -3.1082 -0.846
C -1.3590 -2.7069 -1.9922 0.068
O -0.8114 -1.5848 -2.0889 -0.240
C -1.6469 -3.3118 -0.6690 -0.467
N -1.4178 -2.5330 0.4096 0.347
C -1.6435 -3.0078 1.6107 -0.291
C -2.1786 -4.2865 1.8318 -0.980
C -2.4339 -5.0863 0.7531 -0.803
C -2.1361 -4.6323 -0.5501 0.877
H 0.0959 -8.1597 2.9040 0.395
H -1.8523 -8.4923 1.3871 0.397
H 0.0764 -6.1255 -1.6009 0.359
H 2.0212 -5.8322 -0.1146 0.349
H -2.5413 -5.3488 -3.8379 0.342
H -1.6526 -3.0516 -4.0935 0.383
H -1.3784 -2.3630 2.4442 0.502
H -2.3769 -4.6258 2.8406 0.370
H -2.8644 -6.0696 0.8908 0.632
Se -5.7197 3.0851 1.3900 0.208
N -5.3756 2.7403 3.1056 -0.847
C -4.1860 2.1856 3.1281 0.911
C -3.5098 1.7360 4.3103 -0.536
C -2.2859 1.2000 4.1461 -0.870
C -1.6901 1.0834 2.8297 -0.078
N -2.2618 1.4658 1.7276 0.036
C -3.5107 2.0260 1.8498 0.440
N -4.1703 2.4600 0.7989 -0.650
H -3.9925 1.8377 5.2733 0.407
H -1.7066 0.8338 4.9833 0.467
H -0.6919 0.6283 2.7679 0.645
```

---

The following is a DFT calculation (the ωB97M-V functional and the def2-TZVPD basis) of a molecular structure, C36H27Cl3N2O7PSr at a distorted geometry.

Summary:
gap between HOMO and LUMO = 6.38 eV
molar mass = 824.6 g/mol
highest occupied orbital energy = -4.79 eV
total charge = -1
LUMO level = 1.6 eV
electronic energy = -3776.895725 Ha
relative energy (zero: lowest compared OMol25 entry of this formula, charge and spin) = 56.8 kJ/mol

```
77
Properties=species:S:1:pos:R:3:mulliken_charge:R:1
Sr -10.2570 -15.3154 10.3935 2.080
C -13.4683 -21.0400 8.1161 -0.771
O -13.9778 -20.9998 9.4117 -0.492
C -13.6235 -19.8437 10.0624 0.968
C -14.4380 -19.5508 11.1521 -0.965
C -14.1397 -18.3976 11.8626 -0.809
C -13.1739 -17.4763 11.4008 -0.680
C -13.0146 -16.2256 12.2043 0.768
C -14.1944 -15.7961 13.0851 -1.344
O -12.0692 -15.3953 12.1788 -0.584
C -12.3156 -17.8120 10.3030 0.174
O -11.3069 -17.1890 9.9046 -0.896
C -12.6057 -19.0355 9.5951 -0.086
H -14.0411 -21.8678 7.6551 0.318
H -12.4099 -21.1971 8.0370 0.331
H -13.7906 -20.1116 7.5537 0.282
H -15.1970 -20.2365 11.4265 0.474
H -14.7205 -18.2286 12.7231 0.584
H -15.1231 -16.2258 12.7917 0.454
H -14.2888 -14.7071 13.0936 0.245
H -13.9671 -15.9141 14.1790 0.311
H -11.9788 -19.2359 8.7230 0.221
C -9.9903 -17.9149 5.9581 -0.512
C -11.3509 -18.0924 6.2221 -0.446
C -12.0938 -17.0142 6.5628 -0.677
C -11.6041 -15.7152 6.6131 0.543
C -10.3064 -15.5335 6.2575 0.177
C -9.4559 -16.6248 5.9857 -0.644
P -12.6690 -14.4146 7.3310 0.218
C -13.6694 -13.8687 5.9132 -0.012
C -14.5828 -12.8917 6.2384 -0.227
C -15.2641 -12.2278 5.2512 -0.631
C -15.1146 -12.5920 3.8829 -0.472
C -14.2244 -13.6287 3.5657 -0.665
C -13.4925 -14.1950 4.5740 0.008
C -11.4624 -13.0350 7.4568 -0.874
C -11.2117 -12.2021 6.4204 -0.194
C -10.3211 -11.1590 6.5983 -0.553
C -9.6136 -11.0754 7.8029 -0.566
C -9.7160 -12.0970 8.7499 -0.474
C -10.7290 -13.0909 8.6194 0.697
H -9.4751 -18.8414 5.6018 0.298
H -11.7932 -19.0511 6.1251 0.460
H -13.1036 -17.1729 6.9234 0.251
H -9.8267 -14.5419 6.2107 0.261
H -8.3832 -16.4592 5.7160 0.290
H -14.7364 -12.5751 7.2834 0.317
H -15.9558 -11.4326 5.4684 0.394
H -15.6175 -12.0747 3.0802 0.374
H -14.0349 -13.9143 2.5361 0.376
H -12.7039 -14.9158 4.3007 0.248
H -11.7494 -12.2791 5.4820 0.321
H -10.1963 -10.4005 5.8216 0.379
H -8.9355 -10.2085 7.9741 0.271
H -9.0348 -12.0983 9.6310 0.291
O -7.9668 -15.8468 11.5340 -0.917
C -7.6410 -16.6978 10.7030 0.990
O -8.2927 -16.9307 9.6446 -0.770
C -6.4203 -17.5087 11.0165 -0.274
C -6.1503 -18.6859 10.2709 -0.286
C -4.9760 -19.4630 10.4569 -0.640
C -4.1361 -19.0233 11.4676 0.212
C -4.3409 -17.8585 12.1519 -0.389
C -5.4960 -17.1003 11.9375 -0.218
N -2.9128 -19.7816 11.7351 0.995
O -2.6618 -20.6987 10.9484 -0.622
O -2.2642 -19.4561 12.6921 -0.609
H -6.9107 -18.9868 9.6213 0.532
H -4.7245 -20.3242 9.8570 0.445
H -3.6920 -17.5494 12.9544 0.409
H -5.6813 -16.2228 12.5534 0.375
Cl -13.1529 -11.9946 11.1827 -0.005
C -12.3547 -11.3124 12.5133 0.692
Cl -12.2031 -9.5403 12.3270 -0.138
Cl -13.2524 -11.5877 14.0223 -0.120
C -11.0632 -12.0069 12.5864 -0.146
N -10.1430 -12.6912 12.5699 -0.325
```

---

Q: Look up the electronic energy of the second one.
A: -7147.211070 Ha

---

Q: What is the formula in the second record?
A: C36H27BrN7O5RbSe

---

Q: Number 2 is which compound?
A: C36H27BrN7O5RbSe